# 1
A 3-piece molecular cluster, C4H13N2S2 overall. Source: OMol25; level of theory: the ωB97M-V functional and the def2-TZVPD basis.

Output
- multiplicity = 1
- largest force on an atom (eV Å⁻¹) = 5.6
- charge = +1
- HOMO energy (Ha) = -0.49167
- energy relative to the best compared isomer or geometry (same formula, charge and spin) (eV) = 11.095
- energy (eV) = -28992.78191

Atoms and positions in Å:
S: -1.92781 -0.86536 2.18658
S: 1.71318 0.80284 -2.36206
C: 1.12769 -0.83036 -2.00832
C: 0.58577 -0.75386 -0.56569
C: -0.05933 0.54432 0.03392
N: 0.93833 1.59835 0.21378
C: 0.63595 3.02579 -0.29497
N: -0.31689 -1.85977 -0.32303
H: -4.11379 -2.92070 4.01277
H: 1.94422 -1.56042 -2.05358
H: 0.27637 -1.00057 -2.65036
H: 1.51596 -0.77635 0.17643
H: -0.98150 0.75396 -0.50450
H: -0.55560 0.24282 1.09546
H: 1.67508 1.23210 -0.47040
H: 0.65477 3.01285 -1.45357
H: 1.48035 3.70425 0.05857
H: -0.30371 3.29036 0.16060
H: 0.05316 -2.81117 -0.12806
H: -3.51441 -3.21715 4.28515
H: -0.82780 -1.61194 0.59127

=====

# 2
A 3-piece molecular cluster, C12H24O3 overall. Source: OMol25; level of theory: the ωB97M-V functional and the def2-TZVPD basis.

Output
- structure (SMILES) = C1CCOC1.C1CCOC1.C1CCOC1
- multiplicity = 1
- largest force on an atom (eV Å⁻¹) = 1.2
- HOMO energy (Ha) = -0.34711
- energy relative to the best compared isomer or geometry (same formula, charge and spin) (eV) = 1.482
- energy (eV) = -18974.12619

Atoms and positions in Å:
C: -0.92268 2.68405 -1.06671
C: -1.35108 2.12280 0.29578
C: -1.52733 3.38223 1.15602
O: -0.76336 4.39398 0.53796
C: -0.95252 4.20045 -0.87372
H: -1.61231 2.38726 -1.85947
H: 0.06466 2.34347 -1.37323
H: -0.61141 1.45510 0.73376
H: -2.29479 1.58459 0.21088
H: -1.18933 3.27943 2.18683
H: -2.59101 3.66849 1.19656
H: -0.10296 4.69134 -1.34032
H: -1.92026 4.62541 -1.14924
C: -2.31417 -3.22814 0.94528
C: -3.20831 -3.69960 -0.17119
C: -3.46877 -2.42049 -0.98199
O: -2.51020 -1.45905 -0.53720
C: -1.52603 -2.12935 0.21064
H: -1.66513 -3.99008 1.37309
H: -2.86366 -2.74071 1.75214
H: -4.11573 -4.21553 0.14737
H: -2.68828 -4.43112 -0.79642
H: -4.45863 -1.98917 -0.82853
H: -3.32980 -2.58651 -2.05514
H: -1.03782 -1.41699 0.88019
H: -0.68770 -2.58258 -0.34503
C: 3.76014 -1.23228 -0.41781
C: 4.83147 -0.58298 0.47132
C: 4.30281 0.83573 0.66233
O: 2.89363 0.71398 0.67213
C: 2.51053 -0.36425 -0.16085
H: 3.60452 -2.27152 -0.13388
H: 4.03332 -1.19224 -1.47106
H: 5.82685 -0.69887 0.05352
H: 4.79501 -1.04677 1.46089
H: 4.63392 1.52308 -0.13345
H: 4.61489 1.29104 1.60223
H: 2.14969 0.04367 -1.11463
H: 1.69183 -0.94788 0.26097

=====

# 3
One molecule with the formula C4H5N3O. Source: OMol25; level of theory: the ωB97M-V functional and the def2-TZVPD basis.

Output
- structure (SMILES) = C#C/C(=N/O)NN=C
- multiplicity = 1
- largest force on an atom (eV Å⁻¹) = 9.9
- HOMO energy (Ha) = -0.31905
- energy relative to the best compared isomer or geometry (same formula, charge and spin) (eV) = 8.173
- energy (eV) = -10739.44135

Atoms and positions in Å:
C: -3.12534 -0.44036 -0.14220
C: -1.93887 -0.00663 -0.24883
C: -0.55355 0.23592 0.01584
N: -0.10356 1.44259 -0.26228
O: 1.05686 1.69259 0.39488
N: 0.20433 -0.82797 0.59894
N: 1.22999 -1.60062 0.09246
C: 2.25325 -0.71651 -0.49278
H: -4.09306 -0.83817 -0.17765
H: 1.50081 2.48365 -0.06858
H: -0.35663 -1.55478 0.93724
H: 2.24902 0.28665 -0.93650
H: 3.11668 -1.45065 -0.70959

=====

# 4
C27H29AsBiCl3GeN4O11S2 as an isolated structure. Source: OMol25; level of theory: the ωB97M-V functional and the def2-TZVPD basis.

Output
- multiplicity = 2
- largest force on an atom (eV Å⁻¹) = 0.3
- charge = -1
- HOMO energy (alpha / beta) (Ha) = -0.17489 / -0.23861
- energy relative to the best compared isomer or geometry (same formula, charge and spin) (eV) = 0.000
- energy (eV) = -239393.59025

Atoms and positions in Å:
Bi: -0.38286 -0.01883 -0.06080
O: 2.00355 3.11161 -0.44435
As: 0.38004 3.40318 0.13137
O: 0.32432 4.57125 1.25893
O: -0.14268 1.88988 0.75312
C: -0.69075 3.88850 -1.40116
C: -1.44138 5.03147 -1.14179
C: -2.36806 5.49351 -2.06277
C: -2.56684 4.80734 -3.24820
C: -1.82341 3.67062 -3.52026
C: -0.88318 3.21611 -2.60678
S: 0.07578 1.81784 -3.13741
O: 1.27028 2.32860 -3.75000
O: -0.78124 1.00154 -3.96232
O: 0.43698 1.09689 -1.85867
H: 2.59096 3.24080 0.31537
H: -1.29883 5.53247 -0.19292
H: -2.95038 6.37769 -1.83770
H: -3.30910 5.14523 -3.95985
H: -1.97187 3.11182 -4.43415
C: -7.35047 -1.45226 3.14529
C: -6.43751 -0.67870 2.23319
C: -5.65620 0.36284 2.71651
C: -4.80244 1.06693 1.87872
C: -4.73459 0.73054 0.53807
C: -5.52115 -0.29574 0.02877
C: -6.35934 -0.99663 0.87770
S: -3.62415 1.62990 -0.51811
O: -2.98436 2.60228 0.31713
O: -4.40722 2.07033 -1.64500
N: -2.49685 0.57013 -0.98230
C: -2.65099 -0.32950 -2.02633
C: -3.63044 -0.34964 -3.03085
C: -3.54284 -1.32518 -3.99888
C: -2.50702 -2.25641 -3.98569
C: -1.58192 -2.15937 -2.97038
N: -1.66640 -1.23758 -2.01367
H: -7.20331 -1.16291 4.18538
H: -7.16760 -2.52520 3.06208
H: -8.39848 -1.27872 2.89261
H: -5.70018 0.61957 3.76858
H: -4.17597 1.86500 2.25486
H: -5.47785 -0.54514 -1.02350
H: -6.96554 -1.80455 0.48305
H: -4.39340 0.41060 -3.06058
H: -4.28095 -1.34781 -4.79166
H: -2.41243 -3.01461 -4.74947
H: -0.72953 -2.82564 -2.90313
C: 3.36296 -2.75183 -1.69634
C: 2.78395 -1.34289 -1.74246
C: 3.34100 -0.53678 -2.90841
O: 1.36850 -1.49190 -1.86942
C: 3.17465 -0.63807 -0.43131
O: 4.35799 -0.54487 -0.14584
O: 2.21722 -0.22132 0.35280
H: 3.14922 -3.25562 -2.63977
H: 2.90443 -3.31992 -0.88513
H: 4.43758 -2.71142 -1.53283
H: 3.11553 -1.05192 -3.84429
H: 4.41974 -0.43706 -2.80247
H: 2.90178 0.46263 -2.94022
H: 1.04241 -0.73895 -2.38447
Cl: 2.64652 2.10743 2.70130
Ge: 3.03710 -0.02507 2.28704
Cl: 4.40348 -0.82199 3.97295
Cl: 1.13002 -0.99137 2.98163
N: -1.38248 1.49680 3.26740
C: -1.90254 0.25864 3.19590
C: -2.40273 -0.39952 4.34414
C: -3.01349 -1.61616 4.20563
C: -3.14416 -2.19304 2.93640
C: -2.60286 -1.50805 1.87905
N: -1.97806 -0.32721 1.99166
H: -1.04595 1.82433 4.15512
H: -0.93217 1.87836 2.43786
H: -2.30307 0.07742 5.31037
H: -3.40194 -2.12633 5.07871
H: -3.63350 -3.14421 2.78672
H: -2.65660 -1.91178 0.87056

=====

# 5
A 6-piece molecular cluster, C19H32NO14S overall. Source: OMol25; level of theory: the ωB97M-V functional and the def2-TZVPD basis.

Output
- multiplicity = 1
- largest force on an atom (eV Å⁻¹) = 5.2
- charge = -1
- HOMO energy (Ha) = -0.18972
- energy relative to the best compared isomer or geometry (same formula, charge and spin) (eV) = 2.198
- energy (eV) = -61209.54051

Atoms and positions in Å:
N: -0.01691 -0.04436 -0.50940
O: -1.02673 -0.01824 0.22117
O: 0.10449 0.90272 -1.24121
O: 0.79417 -0.97410 -0.54323
O: 4.29868 0.86710 -5.46935
C: 3.24601 0.69928 -4.88906
O: 2.86168 -0.46013 -4.39868
C: 1.50725 -0.31463 -3.86312
C: 0.97390 0.97495 -4.43678
C: 2.21193 1.80622 -4.72393
H: 1.57159 -0.20357 -2.78070
H: 0.86130 -1.10625 -4.24281
H: 0.26327 1.49504 -3.79444
H: 0.47483 0.83746 -5.39602
H: 2.47021 2.38635 -3.83802
H: 2.07602 2.52484 -5.53215
O: -0.45488 2.85971 0.77625
C: 0.66828 3.22093 0.99794
O: 1.01144 4.44545 1.00083
C: 2.41139 4.59586 1.05695
C: 2.94083 3.29215 1.66662
C: 1.92567 2.31561 1.17024
H: 2.81203 5.34224 1.74288
H: 2.76326 4.88848 0.06768
H: 3.18672 3.30930 2.72839
H: 3.93565 3.14633 1.24568
H: 1.67783 1.37822 1.66822
H: 2.23015 1.93041 0.19709
O: -2.09391 -0.10550 -2.94487
C: -2.10862 -1.30447 -3.24819
O: -1.93065 -1.74811 -4.55846
C: -2.09770 -3.17921 -4.64869
C: -2.65232 -3.66394 -3.27976
C: -2.25097 -2.52454 -2.35089
H: -1.11516 -3.60542 -4.85135
H: -2.66870 -3.48243 -5.52625
H: -2.22470 -4.63088 -3.01466
H: -3.74166 -3.65095 -3.24420
H: -1.22855 -2.65387 -1.99587
H: -2.86522 -2.39205 -1.46026
O: 1.85764 -1.31713 4.14998
C: 1.34576 -2.04198 3.31442
O: -0.01323 -2.20516 3.16925
C: -0.36645 -2.98806 2.02420
C: 0.94237 -3.69491 1.54667
C: 2.04522 -2.79059 2.15135
H: -0.70020 -2.19810 1.35139
H: -1.16381 -3.68955 2.26963
H: 0.85899 -3.70015 0.45988
H: 0.92835 -4.71620 1.92728
H: 2.40537 -2.01407 1.47651
H: 2.94476 -3.36702 2.36735
O: -4.88999 2.25944 3.83839
S: -3.63536 1.77922 3.20548
O: -3.22763 2.20366 1.85089
O: -2.37428 2.19124 4.20669
C: -1.10921 1.98505 3.67928
C: -0.28382 1.25933 4.70646
C: -3.53572 -0.11887 3.32728
H: -0.55003 2.87331 3.38530
H: -1.23743 1.40514 2.76530
H: 0.74989 1.02889 4.44868
H: -0.78973 0.31051 4.88507
H: -0.33238 1.82475 5.63707
H: -2.62269 -0.46739 2.84454
H: -4.43262 -0.54927 2.88184
H: -3.61535 -0.41831 4.37231

=====

# 6
One molecule with the formula C4H6O. Source: OMol25; level of theory: the ωB97M-V functional and the def2-TZVPD basis.

Output
- structure (SMILES) = C1C[C@H]2O[C@@H]12
- multiplicity = 1
- largest force on an atom (eV Å⁻¹) = 1.0
- HOMO energy (Ha) = -0.35698
- energy relative to the best compared isomer or geometry (same formula, charge and spin) (eV) = 1.530
- energy (eV) = -6290.38763

Atoms and positions in Å:
C: 0.96900 -0.22229 -0.32374
C: 0.20165 -0.06934 1.01396
C: -1.08672 0.19112 0.22980
O: -0.86476 1.26822 -0.64509
C: -0.37213 -0.01950 -1.04780
H: 1.43181 -1.20894 -0.43739
H: 1.71061 0.55143 -0.55111
H: 0.12601 -1.01908 1.54821
H: 0.53814 0.71699 1.68930
H: -2.09516 0.06408 0.62820
H: -0.55845 -0.25269 -2.10434